[1]
A 8-piece molecular cluster, C4H26N2O8 overall at a distorted geometry, computed with the ωB97M-V functional and the def2-TZVPD basis.

* electronic energy: -23916.27663 eV
* total charge: +2
* LUMO energy: -0.2027 Eh

XYZ file:
```
40
Properties=species:S:1:pos:R:3:forces:R:3
O 1.01961 -1.45482 -2.90324 -0.05 -0.45 -0.14
C 0.22837 -1.45657 -1.99594 0.52 0.26 -0.35
C -0.35342 -0.11625 -1.58613 -0.36 -0.07 0.92
C 0.00047 0.26112 -0.15731 1.24 -0.35 1.10
C -0.61280 -0.58498 0.97679 -0.19 0.98 -0.72
N -1.51011 0.27729 1.81366 0.37 -0.15 -0.96
N 0.23077 0.90760 -2.46742 -0.24 1.25 -1.06
H -0.00912 -2.37583 -1.44428 -0.19 0.05 0.14
H -1.43867 -0.09932 -1.68087 -0.05 -0.05 -0.38
H -0.05158 1.32747 0.03342 -0.80 0.34 -0.04
H 1.06501 0.15923 0.03646 0.45 -0.28 -0.70
H 0.18184 -0.84992 1.66027 -0.09 -0.65 0.01
H -1.17012 -1.41712 0.55285 0.01 -0.16 0.49
H -2.18808 0.76461 1.22638 -0.31 -0.23 0.10
H -0.87102 0.94841 2.24682 -0.07 0.20 0.60
H -1.97424 -0.30632 2.49999 -0.05 0.30 0.53
H 1.20337 1.17235 -2.24064 0.33 -0.46 0.33
H -0.32659 1.76252 -2.49252 -0.21 -0.05 0.27
H 0.27573 0.62946 -3.44984 -0.07 -0.55 -0.02
H -0.10276 -0.20514 4.95167 -0.07 -0.05 0.06
H -1.25279 -1.22944 4.88463 0.12 0.02 0.20
O -0.79949 -0.54581 4.38003 -0.09 -0.05 -0.28
H -3.27671 1.78187 -3.20756 -0.20 -0.03 -0.33
H -3.18350 0.51786 -4.12070 -0.02 0.33 0.18
O -2.77511 0.97677 -3.37117 0.28 -0.23 0.22
H 1.94807 1.60964 2.29342 0.11 0.75 0.16
H 1.06000 2.77797 2.87670 0.38 0.02 0.05
O 1.04279 1.94794 2.39515 -0.87 -0.77 -0.27
H 3.83815 0.71257 -2.07895 -0.25 -0.05 -0.03
H 2.85631 -0.29710 -2.73777 0.21 0.06 0.18
O 2.92615 0.38649 -2.05316 0.04 0.11 -0.15
H 4.31938 1.24397 1.59358 0.09 0.63 0.16
H 4.32940 2.78582 1.89923 0.25 -0.09 0.05
O 3.76487 2.03244 1.70913 -0.26 -0.73 -0.21
H 1.29367 -4.78473 -0.48721 -0.49 -0.02 -0.01
H 1.56739 -3.91167 0.68375 -0.73 -0.12 -0.16
O 0.82176 -4.17750 0.10641 1.21 0.25 0.12
H -4.03175 -0.02615 -0.80694 0.11 0.06 0.07
H -4.36863 -0.86392 0.40518 0.19 0.12 0.06
O -3.67661 -0.28082 0.05617 -0.24 -0.14 -0.21
```
Positions in Å, forces in eV/Å.

[2]
C4H8HgN as an isolated structure at a distorted geometry, computed with the ωB97M-V functional and the def2-TZVPD basis.

* electronic energy: -9926.23721 eV
* total charge: +1
* LUMO energy: -0.2799 Eh

XYZ file:
```
14
Properties=species:S:1:pos:R:3:forces:R:3
C -0.69018 2.11464 1.28499 0.02 -1.86 -0.04
C -0.12868 0.80250 1.80239 0.28 0.54 -2.23
C 0.61378 -0.12983 0.62964 0.19 1.02 2.20
N -0.49622 -0.60842 -0.28020 2.40 1.46 -1.25
C -0.03032 -0.80210 -1.70661 0.94 1.51 1.59
H -1.85735 2.17737 1.05232 2.48 0.62 1.87
H 0.04239 3.03397 1.08827 -1.59 -2.44 -0.76
H -0.24267 0.45840 2.91908 -0.86 0.12 -2.57
H 1.39921 0.57917 0.12437 -1.31 -1.56 0.72
H 1.13395 -1.08766 1.10484 -0.82 1.72 -1.15
H -0.26380 -1.92370 -1.99984 -0.36 1.90 0.37
H -0.61979 -0.01993 -2.38512 1.01 -1.90 1.25
H 1.14755 -0.68515 -1.80713 -2.47 0.04 0.08
Hg -0.00785 -3.90927 -1.82700 0.10 -1.17 -0.08
```
Positions in Å, forces in eV/Å.

Copy entry 2 word for word.
C4H8HgN as an isolated structure at a distorted geometry, computed with the ωB97M-V functional and the def2-TZVPD basis.

* electronic energy: -9926.23721 eV
* total charge: +1
* LUMO energy: -0.2799 Eh

XYZ file:
```
14
Properties=species:S:1:pos:R:3:forces:R:3
C -0.69018 2.11464 1.28499 0.02 -1.86 -0.04
C -0.12868 0.80250 1.80239 0.28 0.54 -2.23
C 0.61378 -0.12983 0.62964 0.19 1.02 2.20
N -0.49622 -0.60842 -0.28020 2.40 1.46 -1.25
C -0.03032 -0.80210 -1.70661 0.94 1.51 1.59
H -1.85735 2.17737 1.05232 2.48 0.62 1.87
H 0.04239 3.03397 1.08827 -1.59 -2.44 -0.76
H -0.24267 0.45840 2.91908 -0.86 0.12 -2.57
H 1.39921 0.57917 0.12437 -1.31 -1.56 0.72
H 1.13395 -1.08766 1.10484 -0.82 1.72 -1.15
H -0.26380 -1.92370 -1.99984 -0.36 1.90 0.37
H -0.61979 -0.01993 -2.38512 1.01 -1.90 1.25
H 1.14755 -0.68515 -1.80713 -2.47 0.04 0.08
Hg -0.00785 -3.90927 -1.82700 0.10 -1.17 -0.08
```
Positions in Å, forces in eV/Å.

The lowest LUMO energy belongs to which entry? C4H8HgN